The following is a quantum chemistry calculation of a 13-piece molecular cluster, C18H62N6O13 overall in a non-equilibrium geometry, from the OMol25 dataset.

XYZ file:
```
99
Properties=species:S:1:pos:R:3:lowdin_charge:R:1
C 12.037 30.877 2.717 -0.066
C 11.176 30.197 3.818 -0.306
O 10.086 29.543 3.279 -0.098
H 12.389 31.855 3.112 0.096
H 11.449 31.097 1.859 0.063
H 12.857 30.212 2.378 0.049
H 10.771 31.067 4.398 0.121
H 11.799 29.545 4.482 0.111
H 9.583 28.984 3.890 0.125
C 8.794 27.411 -3.256 -0.063
C 10.065 26.610 -3.269 -0.388
O 11.167 27.397 -3.187 -0.087
H 9.012 28.122 -4.062 0.092
H 8.905 27.905 -2.298 0.065
H 7.894 26.827 -3.337 0.077
H 10.142 26.201 -4.260 0.090
H 10.004 25.746 -2.563 0.131
H 11.924 26.840 -2.937 0.053
C 15.923 24.757 3.134 -0.064
C 15.836 23.393 2.610 -0.388
O 16.231 22.345 3.423 -0.072
H 17.037 24.952 3.023 0.102
H 15.415 24.774 4.052 0.074
H 15.563 25.611 2.551 0.047
H 16.355 23.193 1.701 0.099
H 14.821 23.151 2.431 0.084
H 16.429 21.530 2.887 0.116
C 18.677 27.541 2.253 -0.095
C 17.385 28.127 2.545 -0.370
O 17.090 27.638 3.804 -0.064
H 18.644 26.477 2.030 0.053
H 19.342 27.632 3.083 0.076
H 18.963 28.080 1.292 0.111
H 16.639 27.811 1.813 0.092
H 17.434 29.227 2.596 0.126
H 16.273 27.972 4.108 0.014
C 16.760 25.511 0.016 -0.091
C 17.009 26.496 -1.048 -0.360
O 16.039 26.429 -1.997 -0.085
H 17.548 25.387 0.735 0.062
H 16.545 24.575 -0.478 0.086
H 15.849 25.856 0.541 0.061
H 17.872 26.016 -1.574 0.135
H 17.161 27.470 -0.684 0.099
H 15.168 26.652 -1.589 0.049
C 14.035 28.086 0.178 -0.649
O 14.563 29.448 0.217 -0.184
N 13.919 27.462 1.263 0.152
N 13.656 27.433 -0.809 0.197
H 14.263 27.920 2.112 0.100
H 13.848 26.413 1.231 0.082
H 13.643 27.872 -1.806 0.126
H 13.076 26.646 -0.695 0.063
C 13.447 25.298 -4.535 -0.574
O 13.146 25.131 -3.205 -0.087
N 14.525 25.832 -5.057 0.180
N 12.650 24.801 -5.490 0.153
H 15.277 26.151 -4.435 0.120
H 14.438 26.227 -5.932 0.083
H 11.789 24.446 -5.256 0.065
H 12.668 25.288 -6.488 0.179
C 10.657 27.007 0.744 -0.579
O 11.443 26.032 0.156 -0.106
N 11.133 27.975 1.440 0.152
N 9.372 27.030 0.728 0.209
H 12.159 28.310 1.387 0.131
H 10.648 28.642 2.039 0.056
H 9.033 26.256 0.229 0.106
H 8.806 27.857 0.974 0.155
C 12.411 25.846 4.020 -0.149
O 11.227 26.566 3.765 -0.098
H 13.257 26.333 3.560 0.053
H 12.448 24.880 3.684 0.054
H 12.725 25.873 5.000 0.061
H 11.366 27.081 2.949 0.011
C 11.779 30.447 -1.799 -0.183
O 10.733 30.142 -2.664 -0.118
H 12.745 30.105 -2.132 0.049
H 11.653 30.133 -0.775 0.052
H 11.848 31.550 -1.720 0.089
H 10.840 29.197 -2.864 0.022
C 13.710 23.968 0.207 -0.061
O 13.433 24.791 1.388 -0.169
H 13.669 24.549 -0.662 0.047
H 13.239 22.993 0.170 0.101
H 14.700 23.724 0.274 0.014
H 12.522 25.012 1.441 0.026
C 14.791 29.910 4.171 -0.199
O 14.455 28.611 4.134 -0.129
H 13.882 30.345 4.579 0.066
H 15.027 30.374 3.210 0.103
H 15.561 30.165 4.929 0.106
H 14.015 28.428 4.968 0.112
C 15.048 29.063 -3.768 -0.071
O 13.821 28.268 -3.508 -0.184
H 15.573 29.168 -2.746 0.105
H 14.865 30.092 -4.010 0.069
H 15.738 28.460 -4.382 0.076
H 13.496 27.960 -4.341 0.050
```

Calculated values
orbital gap: 8.582 eV
energy: -2029.40792 a.u.
net charge: 0
HOMO energy: -8.483 eV